The following is a quantum chemistry calculation of C13H14IN3S in the gas phase, from OMol25.

Geometry as XYZ:
```
32
Properties=species:S:1:pos:R:3
C -3.7844 0.1015 1.8434
C -3.3153 -1.2900 1.8059
C -2.2394 -1.6106 0.6736
C -2.2094 -3.0163 0.0013
N -1.3055 -3.4538 -1.0077
C -0.4337 -2.3616 -1.3532
C 0.6418 -2.6440 -2.4815
C 1.6558 -1.6045 -3.0011
I 3.0394 -2.2206 -4.5539
C 1.6357 -0.1550 -2.3394
N 2.6338 0.7968 -2.8493
C 0.6134 0.1357 -1.2033
C 0.6141 1.5921 -0.4889
S 2.2991 1.9774 0.1870
C 2.2221 2.5167 1.9627
C 0.8242 2.2471 2.7028
C -0.4285 -0.9534 -0.7126
N -1.3290 -0.5642 0.3389
H -4.5150 0.3977 1.0202
H -3.3612 0.7915 2.6452
H -3.6975 -2.1152 2.4937
H -2.9883 -3.7855 0.3642
H 0.6757 -3.6905 -2.9612
H 3.3667 1.0163 -2.1629
H 2.2111 1.6358 -3.2653
H -0.2506 1.7250 0.2412
H 0.4224 2.3434 -1.3509
H 2.5365 3.6197 2.0888
H 3.0130 1.8842 2.5264
H 0.8740 2.8253 3.7076
H -0.0805 2.7064 2.1449
H 0.6597 1.1525 2.9832
```

HOMO level ... -7.8 eV
Gap between HOMO and LUMO ... 6.372 eV
LUMO energy ... -1.5 eV



The following is a quantum chemistry calculation of C13H14N2O2 in the gas phase, from OMol25.

Geometry as XYZ:
```
31
Properties=species:S:1:pos:R:3
C 1.0969 3.5764 0.3072
O 0.4949 2.3799 -0.1308
C 1.1997 1.2254 -0.0738
C 2.5136 1.1276 0.3843
C 3.1490 -0.0952 0.4158
C 2.4943 -1.2511 -0.0076
C 3.1800 -2.5430 0.0353
O 4.3129 -2.7193 0.4083
C 1.1818 -1.1495 -0.4694
C 0.5306 0.0662 -0.5119
C -0.8999 0.1471 -0.9781
N -1.8006 -0.3447 0.0391
C -1.6317 -0.2326 1.3940
C -2.7336 -0.8007 1.9589
N -3.5722 -1.2493 0.9888
C -2.9979 -0.9652 -0.1509
C -3.5655 -1.2639 -1.4896
H 0.3402 4.3479 0.1746
H 1.3749 3.5214 1.3637
H 1.9773 3.8253 -0.2924
H 3.0422 2.0047 0.7218
H 4.1648 -0.1786 0.7716
H 2.5569 -3.3900 -0.3161
H 0.6616 -2.0392 -0.7958
H -1.1485 1.1865 -1.2198
H -1.0323 -0.4645 -1.8754
H -0.7637 0.2230 1.8233
H -2.9789 -0.9159 2.9953
H -4.5417 -1.7182 -1.3525
H -2.9296 -1.9577 -2.0405
H -3.6755 -0.3528 -2.0776
```

ΔE to the lowest compared entry with this formula, charge and spin ... 22.6 kcal/mol
HOMO level ... -8.4 eV
Gap between HOMO and LUMO ... 8.555 eV
LUMO energy ... 0.1 eV



The following is a quantum chemistry calculation of C13H14N2O4S in the gas phase, from OMol25.

Geometry as XYZ:
```
34
Properties=species:S:1:pos:R:3
O -0.4207 -0.4755 3.0927
C 0.0825 -0.6571 2.0171
O 0.4238 -1.8753 1.5369
C 0.6087 -1.9506 0.1393
C 1.2497 -3.3569 -0.1262
C 1.4877 -3.6828 -1.6097
C 0.1620 -3.5232 -2.3783
C -0.4561 -2.1260 -2.1511
C -0.7151 -1.8510 -0.6698
O 1.5598 -0.9480 -0.2476
C 1.2865 0.3104 0.1434
O 1.8375 1.2969 -0.3565
C 0.3621 0.5391 1.2393
C -0.2620 1.7392 1.5925
N 0.0546 2.8862 0.8824
C -0.5180 4.1050 1.0607
N -1.5078 4.2690 1.8805
C -2.0123 5.5592 1.7886
C -1.3822 6.3874 0.9014
S -0.0760 5.5244 0.1316
H 2.2279 -3.4010 0.4039
H 0.6427 -4.1265 0.3355
H 2.2465 -3.0558 -2.0351
H 1.8653 -4.7148 -1.6711
H -0.5496 -4.3180 -2.0360
H 0.3295 -3.6628 -3.4488
H 0.1810 -1.3143 -2.5273
H -1.4149 -2.0623 -2.7099
H -1.1294 -0.8503 -0.5631
H -1.4686 -2.5642 -0.2641
H -0.9977 1.7174 2.4048
H 0.6806 2.8191 0.0719
H -2.8130 5.9187 2.4223
H -1.5649 7.4443 0.7496
```

ΔE to the lowest compared entry with this formula, charge and spin ... 19.6 kcal/mol
HOMO level ... -8.5 eV
Gap between HOMO and LUMO ... 8.138 eV
LUMO energy ... -0.4 eV



The following is a quantum chemistry calculation of a molecular structure, C13H14N2Os, from OMol25.

Geometry as XYZ:
```
30
Properties=species:S:1:pos:R:3
Os -0.4847 0.5221 -1.5257
C 0.4076 0.9514 -3.2096
H 1.4519 1.3029 -3.1265
H 0.3451 0.0840 -3.8858
H -0.2284 1.7679 -3.6090
H -1.8088 0.3600 -0.3880
H -2.1245 0.7681 -0.9292
C -0.3969 3.0628 3.3538
C -0.7486 3.4207 2.0446
C -0.3253 2.6376 0.9669
C 0.3522 1.4414 1.2480
C 0.7739 1.1159 2.5489
C 0.3720 1.9157 3.6111
N 0.3104 0.4020 0.2976
N 0.7453 -0.7666 0.7953
C 0.4501 -1.7724 -0.0838
C 0.8944 -3.0984 0.1392
C 0.6880 -4.0666 -0.8324
C -0.0997 -3.7509 -1.9514
C -0.6028 -2.4579 -2.1502
C -0.3000 -1.4213 -1.2478
H -0.7145 3.6985 4.1832
H -1.3588 4.3083 1.8478
H -0.5532 2.8388 -0.0918
H 1.3301 0.1948 2.6956
H 0.6583 1.6356 4.6287
H 1.4145 -3.3034 1.0713
H 1.1158 -5.0667 -0.7259
H -0.3215 -4.5295 -2.6848
H -1.2419 -2.1948 -2.9899
```

Multiplicity ... 5
ΔE to the lowest compared entry with this formula, charge and spin ... 4.2 kcal/mol
Net charge ... +2
HOMO level (alpha / beta) ... -15.3 / -16.3 eV
Gap between HOMO and LUMO (alpha / beta) ... 6.132 / 5.190 eV
LUMO energy (alpha / beta) ... -9.1 / -11.1 eV



The following is a quantum chemistry calculation of C13H14O5 in the gas phase, from OMol25.

Geometry as XYZ:
```
32
Properties=species:S:1:pos:R:3
O 0.6122 4.3332 -1.6721
C -0.1642 3.4092 -1.7268
C 0.0210 2.2752 -2.7620
C -0.9545 1.2508 -2.1922
O -0.2415 0.2684 -1.4446
C -0.6411 0.3648 -0.0793
C -0.6952 -1.0303 0.5305
O -1.5872 -1.0773 1.6553
C 0.6548 -1.5020 0.9720
C 1.1496 -1.0052 2.1806
C 2.3292 -1.4916 2.7359
C 3.0501 -2.4626 2.0852
C 2.5891 -2.9464 0.8748
C 1.4330 -2.4199 0.2667
C -1.9719 1.0987 -0.0863
O -3.0835 0.1990 -0.1706
C -1.8974 2.0087 -1.2734
O -1.2692 3.2828 -0.9596
H -0.3465 2.6400 -3.7523
H 1.0088 1.8748 -2.8290
H -1.5368 0.7651 -2.9991
H 0.1041 0.9837 0.4425
H -1.0421 -1.7275 -0.2574
H -1.3167 -1.7840 2.2733
H 0.5585 -0.2941 2.7006
H 2.7437 -1.1119 3.6569
H 3.9872 -2.8385 2.5214
H 3.1938 -3.6622 0.2962
H 1.1353 -2.8168 -0.6920
H -2.0092 1.6486 0.8754
H -2.9500 -0.4290 0.5629
H -2.8634 2.1966 -1.7336
```

ΔE to the lowest compared entry with this formula, charge and spin ... 28.8 kcal/mol
HOMO level ... -9.7 eV
Gap between HOMO and LUMO ... 10.222 eV
LUMO energy ... 0.6 eV



The following is a quantum chemistry calculation of C13H14O5S2 in the gas phase, from OMol25.

Geometry as XYZ:
```
34
Properties=species:S:1:pos:R:3
C 0.0809 2.3446 -2.4099
C 1.1237 1.5896 -1.5663
O 2.1170 1.1398 -2.0774
C 1.0714 1.6036 -0.0457
C 0.0484 1.6242 0.9405
S -1.7080 1.2361 0.6043
O -2.3073 2.0155 -0.5337
O -2.2468 1.4036 1.9021
C -1.3913 -0.4930 0.0902
C -1.3832 -1.4522 1.1153
C -1.2331 -2.7895 0.8186
C -1.0453 -3.2100 -0.4976
C -0.6750 -4.6626 -0.7944
C -1.2226 -2.3078 -1.5190
C -1.4385 -0.9613 -1.3193
C 0.6052 1.8760 2.3001
S 2.3191 2.3381 2.1944
O 2.4606 3.8180 2.0973
O 3.1980 1.6896 3.2460
C 2.5253 1.6289 0.5712
H -0.6146 1.6367 -2.8218
H 0.6584 2.7590 -3.2927
H -0.4028 3.2651 -1.9229
H -1.4666 -1.0143 2.1120
H -1.1678 -3.4717 1.6789
H -1.4250 -5.0965 -1.5184
H 0.3112 -4.6787 -1.2968
H -0.5382 -5.1731 0.1676
H -1.3368 -2.7283 -2.4961
H -1.4703 -0.3006 -2.1516
H -0.1154 2.5591 2.7679
H 0.5316 0.9732 2.9412
H 2.8570 0.5636 0.6290
H 3.2807 2.2752 0.0870
```

ΔE to the lowest compared entry with this formula, charge and spin ... 0.0 kcal/mol
HOMO level ... -9.9 eV
Gap between HOMO and LUMO ... 8.864 eV
LUMO energy ... -1.0 eV



Number 1: E_tot -37104.5410 eV. Number 2: E_tot -20782.9960 eV. Number 3: E_tot -35714.0848 eV. Number 4: E_tot -19130.5025 eV. Number 5: E_tot -23945.2241 eV. Number 6: E_tot -45612.3377 eV.